DFT (ωB97M-V/def2-TZVPD) results for C3H4AgO as an isolated structure in a non-equilibrium geometry.

Geometry (Å):
C: -0.41987 -0.60131 0.13405
C: 0.82294 0.24855 0.36491
C: 0.70468 -1.29548 0.12743
H: -1.36505 -0.58335 0.67566
H: 0.94705 0.67889 1.37101
H: 1.20951 0.86970 -0.46219
H: 1.11012 -2.15147 0.66928
O: -1.74384 0.53804 -1.51614
Ag: -1.26553 2.29643 -1.36400

Cartesian forces, eV/Å:
1.329 -0.063 1.564
-0.431 -0.762 -1.116
-0.631 1.782 1.420
-0.027 -0.293 -1.000
0.194 -0.311 -0.379
-0.169 -0.380 0.479
-0.172 0.007 -0.844
-1.083 -3.534 -0.447
0.990 3.554 0.324

- relative energy (zero: lowest compared OMol25 entry of this formula, charge and spin) (kcal per mole) = 0.0
- multiplicity = 2
- max |F| (eV/A) = 3.7
- HOMO (alpha / beta) (eV) = -8.998 / -8.805
- <S²> = 0.77

Atomic partial charges in e from the natural (NBO) method, atoms 1 to 5: -0.127, -0.470, -0.211, 0.229, 0.183


DFT (ωB97M-V/def2-TZVPD) results for C3H4BaLiO3 as an isolated structure in a non-equilibrium geometry.

Geometry (Å):
H: -1.94636 -1.09940 1.23445
C: -1.57949 -0.75292 0.24779
C: -0.22778 -1.35700 0.02460
O: 0.77397 -0.50620 0.16361
C: 2.48464 0.42275 -0.73222
O: 3.23011 1.06704 0.16210
Ba: 0.35236 1.84281 0.47315
O: -1.61289 0.64932 0.16393
H: -2.22730 -1.21007 -0.52747
H: -0.15712 -1.90996 -0.92946
H: 4.07769 1.35263 -0.21046
Li: -3.16783 1.50100 -0.07001

Cartesian forces, eV/Å:
-0.123 0.172 -0.257
-1.174 -1.286 0.247
2.018 3.440 -2.552
-0.850 -2.910 2.119
-0.001 0.663 -1.589
-1.227 0.836 0.421
1.974 0.896 0.201
-1.339 0.400 -0.025
-0.038 0.155 0.379
0.216 -1.059 0.865
0.489 -0.841 0.196
0.056 -0.465 -0.006

- relative energy (zero: lowest compared OMol25 entry of this formula, charge and spin) (kcal per mole) = 145.5
- max |F| (eV/A) = 4.7
- charge = +1
- HOMO (alpha / beta) (eV) = -8.144 / -8.122

Atomic partial charges in e from the Mulliken method, atoms 1 to 5: 0.277, -0.162, -0.119, -0.599, -0.300


DFT (ωB97M-V/def2-TZVPD) results for C3H4BaO as an isolated structure in a non-equilibrium geometry.

Geometry (Å):
C: -0.37936 -0.13148 0.79619
C: 0.94714 0.58401 0.93459
C: 0.62334 -0.94420 0.89267
H: -1.41468 0.07575 1.04577
H: 1.11118 1.10673 1.89181
H: 1.28129 1.11941 0.03041
H: 1.02874 -1.95237 0.90744
O: -1.62437 0.20259 -2.10381
Ba: -1.57328 -0.06044 -4.39508

Cartesian forces, eV/Å:
0.022 0.041 1.218
-0.816 -0.491 -0.345
0.305 1.087 -0.536
0.147 -0.292 -0.657
0.330 -0.457 -0.485
0.167 -0.340 0.542
-0.153 0.434 0.205
-0.020 -0.099 -1.167
0.018 0.117 1.227

- relative energy (zero: lowest compared OMol25 entry of this formula, charge and spin) (kcal per mole) = 63.1
- multiplicity = 2
- max |F| (eV/A) = 1.3
- charge = +1
- HOMO (alpha / beta) (eV) = -11.394 / -11.378
- <S²> = 0.76

Atomic partial charges in e from the Mulliken method, atoms 1 to 5: -0.213, -0.477, -0.357, 0.323, 0.224


DFT (ωB97M-V/def2-TZVPD) results for one molecule with the formula C3H4BrClO in a non-equilibrium geometry.

Geometry (Å):
C: -0.00609 0.54875 -0.24723
C: 0.82474 0.08119 1.09470
C: -0.83717 -0.47719 -0.91825
O: 1.39100 0.29587 -0.15491
Cl: 0.67418 -1.50097 1.78671
Br: 1.20092 1.58040 2.33099
H: -0.20337 1.67428 -0.47113
H: -0.50196 -0.69397 -2.01982
H: -1.83425 -0.13425 -1.02436
H: -0.70802 -1.37411 -0.37670

Cartesian forces, eV/Å:
1.095 1.168 1.919
-1.994 3.119 -2.663
1.511 0.237 -2.770
0.779 -1.185 0.430
0.321 0.394 -0.165
-0.069 -1.063 -0.317
0.170 -2.071 0.908
-0.251 0.524 1.936
-1.106 0.063 0.323
-0.455 -1.187 0.399

- relative energy (zero: lowest compared OMol25 entry of this formula, charge and spin) (kcal per mole) = 40.0
- SMILES = C[C@@H]1O[C@@]1(Cl)Br
- max |F| (eV/A) = 4.6
- HOMO (eV) = -9.837

Atomic partial charges in e from the natural (NBO) method, atoms 1 to 5: 0.084, 0.096, -0.661, -0.493, 0.054


DFT (ωB97M-V/def2-TZVPD) results for a 2-piece molecular cluster, C3H4BrN overall in a non-equilibrium geometry.

Geometry (Å):
C: -0.15917 0.02469 -0.53386
C: 0.03909 0.71050 0.41658
C: -0.46996 -0.64495 -1.81381
N: 0.33403 1.27477 2.52998
Br: 0.46074 -0.27336 3.48008
H: -0.78064 0.05727 -2.45321
H: 0.49550 -1.12650 -2.26264
H: -1.26145 -1.44277 -1.74269
H: 1.34186 1.42034 2.37957

Cartesian forces, eV/Å:
-0.626 -1.289 -1.790
0.970 1.671 5.307
2.407 -3.708 1.922
-0.005 -0.490 -3.791
-0.294 -0.833 0.412
-1.267 2.616 -2.658
-1.743 0.769 0.854
0.864 0.804 0.196
-0.305 0.459 -0.452

- relative energy (zero: lowest compared OMol25 entry of this formula, charge and spin) (kcal per mole) = 147.9
- max |F| (eV/A) = 5.6
- HOMO (alpha / beta) (eV) = -9.945 / -9.964

Atomic partial charges in e from the natural (NBO) method, atoms 1 to 5: -0.163, 0.066, -0.661, -0.554, 0.261


DFT (ωB97M-V/def2-TZVPD) results for a 2-piece molecular cluster, C3H4BrN overall in a non-equilibrium geometry.

Geometry (Å):
C: 1.29957 -0.15365 0.78524
C: 0.71608 -0.65825 -0.32725
C: -1.03819 0.71138 -0.23823
N: 1.80300 0.31672 1.72330
Br: -2.50551 -0.39632 0.12915
H: 0.79280 -0.50677 -1.38563
H: 0.19597 -1.59340 -0.15706
H: -0.85177 1.30025 -1.16349
H: -0.41196 0.98002 0.63396

Cartesian forces, eV/Å:
1.613 0.481 -0.025
1.331 -3.880 -0.318
-1.611 2.602 0.562
-0.159 -0.026 0.156
0.656 0.661 -0.478
0.537 1.032 0.022
-0.172 -0.001 0.187
-0.856 -0.864 0.629
-1.338 -0.006 -0.735

- relative energy (zero: lowest compared OMol25 entry of this formula, charge and spin) (kcal per mole) = 18.0
- multiplicity = 3
- max |F| (eV/A) = 4.1
- HOMO (alpha / beta) (eV) = -7.168 / -10.895
- <S²> = 2.02

Atomic partial charges in e from the natural (NBO) method, atoms 1 to 5: 0.157, -0.373, -0.497, -0.273, 0.113


DFT (ωB97M-V/def2-TZVPD) results for one molecule with the formula C3H4BrNO in a non-equilibrium geometry.

Geometry (Å):
C: -0.75682 0.96937 0.87152
C: -1.72217 0.66711 1.56267
C: 0.69285 -0.54672 -1.27364
N: 1.22296 0.04326 -0.00628
O: 0.43437 1.15069 0.36621
Br: -3.29868 0.42334 2.44460
H: 1.30486 -1.48639 -1.37820
H: -0.33648 -0.67612 -1.14515
H: 0.90610 0.01212 -2.11490
H: 1.55302 -0.55666 0.67317

Cartesian forces, eV/Å:
-1.426 -1.676 1.888
1.038 0.723 -1.177
2.507 -1.641 3.146
-0.535 1.442 -4.369
0.367 0.841 0.279
0.550 0.069 -0.366
-1.093 0.541 0.028
-1.693 -0.787 -0.182
0.466 1.649 -1.500
-0.181 -1.162 2.255

- relative energy (zero: lowest compared OMol25 entry of this formula, charge and spin) (kcal per mole) = 115.0
- SMILES = CNOC#CBr
- max |F| (eV/A) = 4.6
- HOMO (eV) = -9.081

Atomic partial charges in e from the natural (NBO) method, atoms 1 to 5: 0.271, -0.305, -0.419, -0.324, -0.354


DFT (ωB97M-V/def2-TZVPD) results for a 2-piece molecular cluster, C3H4BrNO overall in a non-equilibrium geometry.

Geometry (Å):
C: 1.55957 2.01685 -0.53375
C: 2.17899 1.12197 -0.00836
C: -0.77351 -1.30972 0.00544
N: -1.74735 -0.49162 0.09887
O: -1.74382 0.59614 0.67357
Br: 2.90844 -0.03782 1.13133
H: 0.95451 2.60123 -1.31113
H: -0.97425 -2.33422 -0.20619
H: 0.20889 -1.23486 0.54501
H: -2.57147 -0.92794 -0.39479

Cartesian forces, eV/Å:
-0.960 0.252 -2.096
-0.724 1.088 0.014
2.815 -1.599 1.503
-0.155 -1.584 -0.536
-0.762 1.399 0.036
0.321 -0.327 0.150
1.370 -1.028 1.944
-0.580 -0.373 -0.992
-1.243 0.911 -0.627
-0.083 1.262 0.604

- relative energy (zero: lowest compared OMol25 entry of this formula, charge and spin) (kcal per mole) = 120.8
- SMILES = C=[NH+][O-].C#CBr
- max |F| (eV/A) = 3.6
- HOMO (eV) = -9.114

Atomic partial charges in e from the natural (NBO) method, atoms 1 to 5: -0.222, -0.239, -0.233, -0.003, -0.490


DFT (ωB97M-V/def2-TZVPD) results for C3H4BrNO2 as an isolated structure in a non-equilibrium geometry.

Geometry (Å):
C: 0.40106 -1.39421 -0.02305
C: -0.54131 -0.26081 -0.51385
C: -0.53983 0.99647 0.38004
N: 1.63561 -0.95570 0.32681
O: 0.01121 -2.54561 0.02320
O: 0.66554 1.66682 0.35164
Br: 2.11584 0.56878 -0.11705
H: -0.12119 0.03806 -1.49188
H: -1.58750 -0.66663 -0.39127
H: -1.30552 1.74507 0.02379
H: -0.73391 0.80776 1.43162

Cartesian forces, eV/Å:
-1.887 0.399 -1.357
-0.750 -0.673 1.468
-1.151 -0.003 -0.402
0.744 -2.990 1.804
0.726 0.564 0.354
2.314 1.551 -0.173
-0.276 2.415 -0.797
-1.025 -0.195 -0.012
1.118 0.331 -1.175
0.625 -0.811 0.182
-0.438 -0.589 0.110

- relative energy (zero: lowest compared OMol25 entry of this formula, charge and spin) (kcal per mole) = 103.9
- max |F| (eV/A) = 3.6
- HOMO (eV) = -9.325

Atomic partial charges in e from the natural (NBO) method, atoms 1 to 5: 0.630, -0.553, -0.078, -0.785, -0.571


DFT (ωB97M-V/def2-TZVPD) results for one molecule with the formula C3H4BrNS in a non-equilibrium geometry.

Geometry (Å):
C: 0.01869 0.44192 -0.83043
C: 1.41244 0.12033 -1.04387
C: -0.48051 0.19476 0.54925
N: 0.40571 -0.79072 1.19500
S: 1.95392 -0.52492 0.36608
Br: -1.43821 -0.23523 -2.50512
H: -0.38025 1.45701 -1.09327
H: -0.36461 1.17577 1.13885
H: -1.47234 -0.18940 0.61091
H: 0.34515 -1.64951 1.61259

Cartesian forces, eV/Å:
-2.935 1.690 -1.699
1.315 -0.111 0.475
0.338 -1.209 2.338
2.685 4.189 -1.768
-1.789 -0.419 -0.750
1.500 0.059 1.546
1.290 -0.797 -0.083
-0.323 -1.231 -0.896
-0.927 0.157 -0.046
-1.155 -2.328 0.884

- relative energy (zero: lowest compared OMol25 entry of this formula, charge and spin) (kcal per mole) = 82.8
- max |F| (eV/A) = 5.3
- HOMO (eV) = -9.272

Atomic partial charges in e from the natural (NBO) method, atoms 1 to 5: -0.212, -0.334, -0.306, -0.798, 0.675